1.
{
  "formula": "C20H30As2F12MnO15",
  "method": "ωB97M-V/def2-TZVPD",
  "species": ["As", "As", "Mn", "F", "F", "F", "F", "F", "F", "F", "F", "F", "F", "F", "F", "O", "O", "O", "O", "O", "O", "O", "O", "O", "O", "O", "O", "O", "O", "O", "C", "C", "C", "C", "C", "C", "C", "C", "C", "C", "C", "C", "C", "C", "C", "C", "C", "C", "C", "C", "H", "H", "H", "H", "H", "H", "H", "H", "H", "H", "H", "H", "H", "H", "H", "H", "H", "H", "H", "H", "H", "H", "H", "H", "H", "H", "H", "H", "H", "H"],
  "xyz": [[-16.1302, -9.5753, -4.2305], [-12.1300, -12.0861, -2.6708], [-14.9207, -13.1997, -4.7793], [-17.6375, -10.4340, -4.1824], [-15.4091, -11.1371, -4.7452], [-14.6119, -8.8480, -4.3550], [-16.8681, -8.1279, -3.6611], [-11.5407, -12.5371, -4.2436], [-16.4466, -9.1643, -5.8821], [-12.8603, -11.6520, -1.1801], [-13.7520, -12.7054, -3.1952], [-11.7969, -13.6824, -2.1037], [-15.8546, -10.0758, -2.5858], [-10.5620, -11.5633, -2.1996], [-12.5291, -10.5488, -3.2825], [-18.0641, -12.8308, -1.8667], [-16.1295, -14.9742, -5.2203], [-16.3005, -12.6227, -6.5909], [-17.8101, -16.0888, -6.1983], [-13.5255, -17.2461, -2.9461], [-13.4599, -15.0835, -7.6402], [-15.8405, -17.0604, -6.0136], [-11.9052, -13.5081, -7.7781], [-17.2435, -12.1779, -8.5654], [-18.3229, -11.6529, -6.7084], [-13.5261, -13.3100, -6.2768], [-16.2676, -13.1734, -3.1525], [-15.0882, -15.8509, -2.2392], [-13.6260, -15.1734, -3.7978], [-16.0682, -12.9534, -0.9389], [-17.9666, -17.1210, -8.4110], [-11.4496, -14.4955, -8.6982], [-16.5710, -11.3590, 0.8275], [-12.6050, -15.5126, -8.7047], [-19.2247, -12.8752, -9.6895], [-14.2929, -18.0214, -2.0448], [-17.9429, -17.3303, -6.9256], [-17.1913, -12.1464, -7.2220], [-19.1548, -11.1997, -7.7603], [-14.0513, -16.0114, -3.0818], [-18.3305, -12.8088, -0.4906], [-18.5057, -11.6906, -9.0647], [-15.4743, -17.0974, -1.6580], [-16.9518, -12.6577, 0.1893], [-16.7577, -17.5826, -2.2859], [-16.7379, -12.9676, -2.0771], [-16.5484, -15.9406, -5.7731], [-13.3213, -15.7048, -10.0238], [-12.9997, -13.9162, -7.1524], [-16.7185, -18.1097, -6.3976], [-18.9092, -17.6845, -6.5709], [-16.9774, -16.9005, -8.8130], [-15.7976, -11.5311, 1.6005], [-16.9632, -18.5844, -1.8821], [-18.8951, -13.1389, -10.6904], [-12.2274, -16.4710, -8.3466], [-19.0936, -10.1094, -7.7389], [-14.6673, -18.8769, -2.6133], [-13.9735, -14.8741, -10.3014], [-12.5398, -15.7614, -10.7835], [-18.6332, -16.2795, -8.6156], [-18.4058, -17.9507, -8.9637], [-18.7874, -13.7315, -0.1225], [-16.6610, -17.7599, -3.3583], [-17.0451, -18.7105, -5.5506], [-17.6600, -17.0152, -2.0626], [-19.0487, -13.7165, -9.0093], [-13.9446, -16.5973, -10.0383], [-10.5798, -15.0395, -8.3228], [-20.3126, -12.7835, -9.6610], [-13.7778, -18.4399, -1.1817], [-18.9927, -11.9946, -0.1999], [-15.8802, -10.7634, 0.2204], [-16.6851, -13.5009, 0.8260], [-11.1330, -14.0306, -9.6269], [-20.1809, -11.5345, -7.6369], [-16.2862, -18.6635, -7.2237], [-15.5875, -16.9565, -0.5861], [-17.3020, -10.8013, 1.4056], [-18.3683, -10.8751, -9.7691]],
  "forces_ev_per_angstrom": [[-0.7, -0.3, 0.8], [0.5, 0.0, -0.3], [-0.4, 0.3, 0.3], [-0.2, 0.1, 0.0], [0.4, 0.4, -0.2], [0.6, 0.2, 0.0], [-0.1, 0.1, -0.1], [-0.1, -0.2, 0.0], [-0.1, -0.2, -0.3], [0.0, -0.2, 0.4], [0.5, 0.5, 0.4], [-0.1, -0.2, 0.2], [0.1, 0.0, -0.1], [0.0, 0.0, 0.2], [-0.2, 0.3, -0.3], [0.0, 0.0, -0.6], [0.0, -0.2, -0.1], [0.3, -0.2, -0.2], [0.4, 0.5, -0.2], [0.5, -0.1, 0.1], [0.0, 0.7, 0.0], [0.4, 0.0, 0.4], [0.4, 0.3, 0.1], [0.6, 0.5, -0.5], [0.3, -0.5, 0.0], [0.0, 0.4, 0.2], [-0.5, -0.1, -0.3], [-0.2, 0.2, -0.1], [0.0, 0.1, -0.9], [0.2, 0.5, -0.2], [-0.3, 0.7, -0.4], [0.0, -0.7, 0.4], [2.3, 0.4, 1.3], [0.1, -0.7, -0.3], [-0.3, -0.5, 0.7], [-1.1, -0.5, -0.1], [-0.2, -0.2, 0.6], [-1.0, -0.4, -0.1], [0.1, 1.2, -0.5], [0.0, -0.3, 1.0], [0.2, 0.2, 1.8], [-0.4, -0.8, 0.6], [0.1, -0.1, -0.6], [0.5, -0.8, -0.8], [-0.6, -1.1, 0.4], [-0.4, -0.1, 0.8], [-0.4, -0.5, -0.2], [-0.1, 0.3, -0.1], [0.1, -0.7, -0.7], [-1.3, 0.5, -0.7], [0.1, -0.5, -0.1], [0.0, 0.1, 0.0], [-0.4, -0.6, 0.1], [0.1, 0.1, 0.1], [0.1, 0.1, 0.0], [0.1, -0.1, -0.3], [-0.4, 0.0, 0.1], [0.0, 0.0, 0.1], [0.2, 0.2, 0.2], [-0.2, -0.3, -0.1], [0.2, 0.1, -0.1], [0.2, -0.3, 0.3], [-0.1, -0.1, -0.5], [0.1, 0.4, -0.1], [0.6, -0.2, 0.1], [0.3, 0.4, -0.1], [0.2, -0.1, -0.2], [0.2, -0.1, 0.0], [0.1, 0.5, 0.4], [0.0, 0.5, -0.3], [0.6, 0.5, -0.1], [0.0, 0.2, -0.4], [-1.1, 0.4, -0.7], [-0.6, 0.1, 0.4], [-0.6, 0.1, -0.2], [0.1, -0.1, 0.2], [0.3, -0.3, 0.3], [0.1, 0.1, 0.0], [-0.5, 0.1, -0.7], [0.3, 0.0, 0.0]],
  "e_tot_ha": -8730.0324,
  "relative_energy_kj_mol": 0.00,
  "s2": 8.752,
  "spin_multiplicity": 6,
  "molar_mass_da": 943.20,
  "orbital_gap_ev": [9.5, 10.8],
  "homo_ev": [-9.71, -11.05]
}


2.
{
  "formula": "C4H5O2Pb",
  "method": "ωB97M-V/def2-TZVPD",
  "species": ["Pb", "O", "O", "C", "C", "C", "C", "H", "H", "H", "H", "H"],
  "xyz": [[1.2664, 1.6108, -1.5256], [1.2055, -0.4195, -1.1717], [-0.3185, 1.4442, 0.1603], [0.5915, -1.2319, -0.4813], [-0.4543, -0.9082, 0.4958], [-1.0424, -1.8732, 1.3462], [-0.8149, 0.4070, 0.7785], [-0.6859, 2.2886, 0.4732], [-0.5765, -2.8555, 1.1150], [-1.5317, 0.6062, 1.5792], [0.7587, -2.3082, -0.6597], [1.6020, 3.2397, -2.1097]],
  "forces_ev_per_angstrom": [[1.7, 4.5, -3.0], [0.0, -6.7, 1.9], [-0.7, 1.6, 0.6], [-0.6, -1.0, -0.6], [0.5, 1.0, 0.1], [-0.2, -0.3, 0.3], [-0.6, -2.1, 0.8], [-0.2, 0.0, 0.2], [-0.2, 0.2, 0.1], [0.1, -0.2, -0.2], [0.0, 0.1, 0.3], [0.2, 2.9, -0.4]],
  "e_tot_ha": -498.1586,
  "relative_energy_kj_mol": 542.69,
  "total_charge": 1,
  "molar_mass_da": 292.28,
  "orbital_gap_ev": 5.4,
  "homo_ev": -11.16
}


3.
{
  "formula": "C3H13NO3",
  "method": "ωB97M-V/def2-TZVPD",
  "species": ["O", "O", "O", "N", "C", "C", "C", "H", "H", "H", "H", "H", "H", "H", "H", "H", "H", "H", "H", "H"],
  "xyz": [[1.8396, -0.4890, 0.9571], [2.1961, 3.0300, 0.3190], [1.6144, 0.8218, -2.7611], [-1.2135, -0.4680, 0.1658], [-1.7982, -1.5771, 0.7241], [-1.4683, -2.8477, 0.5038], [-1.4055, 0.8862, 0.6715], [-1.9567, -3.6802, 0.9848], [3.1224, 2.9874, 0.0953], [-0.6168, -3.1102, -0.1162], [1.9884, -0.9398, 0.1247], [0.7675, 1.0340, -3.1460], [1.0076, -0.8811, 1.2717], [-0.4497, -0.5249, -0.4844], [-0.5018, 1.2297, 1.1787], [1.7618, 3.5180, -0.3902], [-2.1836, 0.8361, 1.4373], [1.6679, -0.1352, -2.7690], [-1.7261, 1.5833, -0.0993], [-2.6455, -1.2734, 1.3324]],
  "forces_ev_per_angstrom": [[-0.5, -0.2, 0.2], [-0.6, 0.2, 0.2], [0.3, 0.1, 0.2], [0.0, 0.8, -0.3], [-0.1, 0.5, -0.3], [0.4, -0.4, 0.1], [-0.2, -0.7, 0.7], [-0.3, 0.2, 0.0], [0.3, 0.0, -0.2], [0.0, 0.1, -0.1], [0.2, 0.0, -0.2], [-0.4, 0.1, -0.2], [0.3, 0.2, 0.0], [0.0, -0.5, 0.0], [0.0, 0.3, -0.2], [0.2, -0.1, 0.0], [0.0, 0.1, -0.1], [0.0, -0.1, -0.1], [0.1, 0.0, -0.1], [0.0, -0.4, 0.2]],
  "e_tot_ha": -402.5257,
  "relative_energy_kj_mol": 143.81,
  "smiles": "C=CNC.O.O.O",
  "molar_mass_da": 111.14,
  "orbital_gap_ev": 8.3,
  "homo_ev": -7.93
}


4.
{
  "formula": "C3H11N2",
  "method": "ωB97M-V/def2-TZVPD",
  "species": ["N", "N", "C", "C", "C", "H", "H", "H", "H", "H", "H", "H", "H", "H", "H", "H"],
  "xyz": [[-0.7306, -0.5351, 0.4566], [1.7516, 0.6865, 0.5758], [1.9559, 1.7442, -0.1044], [-1.9389, 0.1296, -0.1124], [-0.1854, -1.6377, -0.4131], [0.0626, 0.1556, 0.4339], [-2.5611, -0.5493, -0.6893], [-1.5569, 0.8807, -0.7977], [-2.5455, 0.5789, 0.6658], [1.8212, 1.7661, -1.1841], [0.3096, -2.4249, 0.1383], [0.6115, -1.2090, -1.0241], [-0.8733, -0.8994, 1.3936], [2.3510, 0.6829, 1.4005], [-0.9527, -1.9405, -1.1150], [2.4808, 2.5715, 0.3756]],
  "forces_ev_per_angstrom": [[0.2, -0.5, -0.8], [0.4, -0.1, -1.0], [1.3, -0.2, 0.7], [0.0, 0.2, -0.3], [0.5, 0.6, -1.0], [0.0, -0.5, 0.9], [0.1, -0.3, 0.2], [-0.2, 0.2, 0.0], [0.2, 0.1, 0.1], [-1.0, 0.3, 0.1], [-0.5, -0.2, 0.3], [-0.1, 0.2, 0.1], [-0.1, 0.2, 0.1], [-0.8, 0.3, 0.6], [-0.1, -0.5, 0.3], [0.2, 0.1, -0.5]],
  "e_tot_ha": -230.1252,
  "relative_energy_kj_mol": 150.15,
  "total_charge": 1,
  "molar_mass_da": 75.14,
  "orbital_gap_ev": 11.6,
  "homo_ev": -14.70
}


5.
{
  "formula": "C24H49As4FeO13P2S",
  "method": "ωB97M-V/def2-TZVPD",
  "species": ["As", "As", "As", "As", "Fe", "S", "P", "P", "O", "O", "O", "O", "O", "O", "O", "O", "O", "O", "O", "O", "O", "C", "C", "C", "C", "C", "C", "C", "C", "C", "C", "C", "C", "C", "C", "C", "C", "C", "C", "C", "C", "C", "C", "C", "C", "H", "H", "H", "H", "H", "H", "H", "H", "H", "H", "H", "H", "H", "H", "H", "H", "H", "H", "H", "H", "H", "H", "H", "H", "H", "H", "H", "H", "H", "H", "H", "H", "H", "H", "H", "H", "H", "H", "H", "H", "H", "H", "H", "H", "H", "H", "H", "H", "H"],
  "xyz": [[-1.0296, -2.9721, 1.1648], [-0.4474, 0.1588, 3.0517], [1.9192, 0.4852, 0.4849], [2.5890, 4.6161, 4.2276], [-0.2022, -0.2618, -0.5643], [-2.5130, -0.5060, 0.3039], [0.6338, -2.4678, -2.7597], [0.3587, 0.3094, -3.8018], [-0.4408, -4.0937, 2.5177], [-1.6901, -1.2234, -3.2960], [-3.5480, 0.2119, -0.4488], [-0.0734, -3.7428, -2.4695], [1.1455, -1.6682, -1.5855], [-1.9517, -1.6942, -0.5307], [0.0080, 1.1928, -4.9426], [1.9927, -0.0643, -4.0269], [-0.9062, -4.2404, 0.0115], [0.1815, -1.8940, 1.1352], [0.2288, 0.8696, -2.4082], [1.9394, -2.7987, -3.6863], [-1.0259, 1.5944, 0.6392], [2.6466, 1.7570, 1.9255], [0.9025, 4.6653, 5.2657], [-5.2607, -1.9190, 2.9722], [0.7755, 1.6578, 3.6809], [1.7971, 5.0869, 2.4845], [-0.5062, -1.8897, -5.2595], [-1.7214, 3.4832, -0.7765], [-2.7335, -2.6053, 1.9995], [-0.3928, -1.3738, -3.8393], [3.0158, 1.3836, -0.9140], [-3.3061, -3.3569, 3.0183], [-3.4516, -1.5197, 1.4636], [-2.0461, 0.9949, 3.9143], [3.1770, -1.0200, 0.6944], [3.0097, 2.6631, 4.2212], [-4.6791, -1.1558, 1.9795], [-2.4267, 2.7248, -1.9105], [-0.2742, 3.7633, -1.1889], [-1.7400, 2.6310, 0.4607], [2.2781, 1.5783, 3.3990], [-4.5601, -3.0301, 3.5000], [-0.1653, -1.0837, 4.6105], [2.8155, 0.2243, 3.8697], [-2.4754, 4.7914, -0.5094], [1.0165, 4.1152, 6.1988], [-1.8741, 1.3013, 4.9478], [0.2393, 2.8100, -1.2910], [0.6339, 1.7826, 4.7613], [-0.9560, -2.8805, -5.2559], [-0.6511, -3.8965, -0.8830], [-3.4270, 2.4242, -1.6097], [4.1898, -0.7280, 0.9855], [2.2977, 2.7309, 1.5787], [-3.4971, 4.5693, -0.2072], [-2.8619, 0.2723, 3.8941], [-1.1292, -1.2013, -5.8286], [0.0745, 4.2419, 4.7063], [2.9439, 2.3934, 5.2841], [-2.5108, 5.3984, -1.4135], [-1.8692, 1.8250, -2.1559], [0.3611, 2.5323, 3.1748], [1.4628, 6.1250, 2.5351], [3.8915, 0.1620, 3.7018], [-1.0783, -1.6706, 4.7186], [4.0935, 1.3136, -0.7343], [0.2388, 4.3698, -0.4407], [2.7347, 2.4320, -1.0186], [-5.1685, -0.2902, 1.5536], [0.4780, -1.9421, -5.7198], [0.6612, 5.7007, 5.5140], [-2.3539, 1.8587, 3.3320], [0.4404, -4.3263, 2.2141], [2.5403, 5.0136, 1.6932], [-6.2445, -1.6716, 3.3478], [2.7712, -1.7393, 1.3992], [0.9467, 4.4597, 2.2347], [2.7671, 0.8752, -1.8421], [-1.7142, -1.5344, -2.3718], [-5.0257, -3.6322, 4.2710], [-2.7526, -4.1933, 3.4250], [-1.9971, 5.3729, 0.2790], [-2.4867, 3.3540, -2.7977], [2.3187, -0.5550, 3.2952], [2.2582, 0.6403, -4.6174], [0.0498, -0.5859, 5.5589], [4.0783, 2.6115, 3.9695], [-2.5046, 2.8722, 1.2094], [0.6333, -1.7869, 4.3863], [3.1906, -1.5012, -0.2804], [-0.2450, 4.2801, -2.1466], [3.7428, 1.7474, 1.8371], [2.6136, 0.0787, 4.9312], [2.3561, -1.9431, -3.8315]],
  "forces_ev_per_angstrom": [[0.6, -2.3, 1.3], [0.0, 0.6, 1.4], [2.6, 1.0, 0.6], [-0.1, 0.1, 0.1], [0.8, 0.2, -0.5], [-2.4, 0.4, 0.3], [1.0, -0.5, -0.4], [0.7, 0.3, -0.2], [-0.8, 0.8, -0.4], [-0.4, -0.1, 0.2], [0.0, 0.0, 0.1], [-0.4, -0.2, 0.0], [-0.6, 0.5, 0.2], [0.7, -0.6, -0.2], [-0.1, -0.2, -0.2], [-0.7, 0.0, 0.3], [-0.5, 0.1, 0.0], [0.5, 1.0, -0.6], [-0.4, -0.6, 1.1], [-0.7, -0.3, 0.3], [1.6, -1.3, -0.5], [-0.7, -0.3, -0.5], [0.1, 0.0, -0.1], [0.6, -0.8, 0.4], [-0.3, -0.2, -0.3], [0.1, -0.1, 0.1], [0.0, 0.0, 0.0], [-0.1, 0.0, 0.0], [-0.8, 0.7, -0.7], [0.5, 0.2, 0.2], [-0.3, -0.1, 0.0], [0.5, -0.3, 0.0], [1.1, -0.8, 0.6], [0.2, -0.1, -0.2], [-0.2, 0.0, 0.0], [0.1, 0.0, -0.1], [-0.2, 0.2, -0.2], [0.1, 0.1, 0.0], [-0.2, -0.1, 0.1], [-0.7, 1.8, 0.5], [0.0, -0.1, 0.0], [-0.7, 0.8, -0.3], [0.0, 0.1, -0.2], [-0.1, 0.2, -0.1], [0.2, -0.3, -0.1], [0.1, -0.1, 0.0], [0.2, 0.0, 0.0], [0.1, 0.1, -0.1], [-0.1, -0.1, -0.1], [0.0, -0.1, 0.0], [0.1, -0.2, -0.6], [-0.1, 0.0, 0.0], [-0.2, 0.2, 0.0], [0.0, 0.0, -0.1], [-0.2, 0.0, 0.1], [0.0, -0.1, 0.0], [0.0, 0.0, 0.0], [-0.1, -0.1, -0.1], [0.0, 0.1, 0.0], [0.0, 0.1, -0.1], [0.0, 0.0, -0.1], [-0.1, 0.1, 0.0], [0.0, 0.0, 0.1], [0.1, -0.1, 0.0], [-0.1, 0.0, 0.0], [-0.2, -0.1, 0.2], [0.0, 0.1, 0.1], [-0.1, 0.0, 0.1], [-0.1, 0.1, 0.0], [0.0, 0.0, -0.1], [0.1, 0.0, -0.1], [0.0, 0.1, -0.1], [0.2, -0.1, 0.0], [0.0, 0.0, 0.0], [0.0, 0.0, 0.0], [0.0, -0.1, 0.1], [-0.1, -0.1, -0.1], [0.0, 0.0, -0.1], [-0.3, 0.0, -0.3], [0.1, 0.0, 0.0], [0.0, 0.0, 0.0], [0.1, 0.0, 0.1], [0.0, 0.0, -0.3], [0.1, -0.2, 0.1], [0.3, 0.2, -0.4], [0.0, 0.1, 0.0], [-0.1, 0.1, 0.0], [-0.2, 0.0, 0.0], [0.1, 0.0, 0.0], [0.0, 0.0, -0.1], [0.1, 0.1, -0.2], [-0.2, -0.1, -0.2], [0.0, -0.1, 0.1], [0.3, 0.4, -0.2]],
  "e_tot_ha": -13209.9689,
  "total_charge": -2,
  "s2": 8.765,
  "spin_multiplicity": 6,
  "molar_mass_da": 995.19,
  "orbital_gap_ev": [3.5, 7.1],
  "homo_ev": [0.82, -2.76]
}


6.
{
  "formula": "C3H4N4S",
  "method": "ωB97M-V/def2-TZVPD",
  "species": ["S", "N", "N", "N", "N", "C", "C", "C", "H", "H", "H", "H"],
  "xyz": [[0.6249, 3.4563, 0.4423], [0.1165, 0.4417, 0.7650], [-0.5389, -0.5892, 2.4300], [-0.0972, 0.5065, 2.0361], [-0.5998, -1.4657, 1.3936], [0.5986, 2.2031, -0.4669], [-0.2641, -0.7642, 0.3052], [-0.1952, -1.2338, -1.0905], [0.6375, 1.7352, -1.4250], [-0.6827, -2.3066, -1.1517], [-0.5071, -0.6756, -1.9345], [0.9074, -1.3078, -1.3036]],
  "forces_ev_per_angstrom": [[0.1, -1.4, -1.4], [0.6, 1.9, -4.0], [-0.3, -2.7, 0.6], [0.7, 3.0, 0.5], [-0.8, 0.0, -1.0], [-0.8, -0.2, 3.6], [-0.3, 0.3, 1.8], [1.5, -3.4, 0.2], [0.1, -0.2, -0.3], [1.1, 2.2, 0.1], [-1.1, 1.1, -0.2], [-0.8, -0.6, 0.1]],
  "e_tot_ha": -733.7539,
  "relative_energy_kj_mol": 402.64,
  "molar_mass_da": 128.16,
  "orbital_gap_ev": 7.5,
  "homo_ev": -9.65
}